(1)
Computed, not measured: C25H43NOsP2 as an isolated structure, with wB97M-V/def2-TZVPD.

```
! RIJCOSX wB97M-V def2-TZVPD def2/J DEFGRID3
* xyz 2 5
Os 0.24690 -0.76822 -0.24177
C -0.52550 -2.07952 1.57835
C 0.87940 -2.18750 1.12665
C 0.70499 -0.68377 2.93912
C -0.59577 -1.15495 2.65227
C 1.61993 -1.31060 2.07196
C -1.61681 -3.04434 1.27751
H -1.35349 -3.69373 0.43503
H -2.55650 -2.52586 1.03011
H -1.81110 -3.66153 2.16789
C -1.79789 -0.87500 3.46919
H -2.69510 -1.19559 2.94731
H -1.90116 0.18783 3.67964
H -1.81237 -1.36785 4.45585
C 1.01211 0.21338 4.07482
H 0.70674 -0.19087 5.05451
H 0.46244 1.15354 3.97229
H 2.07494 0.43163 4.15586
C 3.08703 -1.29545 2.21277
H 3.35192 -2.02970 2.99183
H 3.48143 -0.32762 2.55274
H 3.60081 -1.59285 1.29506
C 1.46013 -3.46765 0.59041
H 1.75425 -4.15345 1.40509
H 2.35375 -3.26897 -0.01149
H 0.73386 -3.99935 -0.03368
C -1.56694 0.63278 -3.51264
C -1.89525 -0.60120 -3.09078
C -1.11446 -1.83160 -3.38328
C 0.39079 -1.60653 -3.25416
C 0.85524 -0.69495 -2.09609
C 1.07061 0.66517 -2.43468
C 0.85423 1.28690 -3.77880
C -0.47353 0.95790 -4.48237
H -1.30119 -2.19488 -4.40648
H 0.80917 -1.22962 -4.19351
H -1.42241 -2.62736 -2.68904
H -0.32467 0.15011 -5.22638
H -2.24865 1.48465 -3.30156
H -2.87979 -0.78019 -2.64850
H -0.77498 1.83571 -5.06837
H 0.88059 2.38739 -3.62651
H 1.58023 1.37042 -1.78929
H 1.68477 1.11528 -4.49806
H 0.89582 -2.53985 -3.05460
H 1.67638 -1.34096 -1.51683
P -1.98411 1.50178 0.49899
P 1.36942 1.74269 0.63922
C -1.18366 2.64292 -0.63397
C 0.30454 3.01184 -0.29333
H -1.85274 3.51815 -0.57095
H -1.24577 2.22041 -1.65917
H 0.85421 3.23304 -1.23023
H 0.30557 3.90799 0.35313
C 1.85542 2.69383 2.08012
H 2.56110 2.09939 2.66831
H 1.00389 2.95780 2.70448
H 2.35248 3.60068 1.72898
C 3.04819 1.49374 -0.04437
H 3.48090 2.47001 -0.33406
H 3.10186 0.80891 -0.90949
H 3.67814 1.03488 0.73863
C -3.74108 1.31098 0.49401
H -3.98330 0.28534 0.81747
H -4.08640 1.50167 -0.53657
H -4.09336 2.04342 1.22456
C -1.62625 -0.04316 -0.36932
H -1.06988 -1.71751 -0.55072
H -1.35364 0.24061 -1.40246
H -2.53874 -0.66637 -0.42216
N -1.23990 2.55445 3.11232
C -1.47777 2.00131 2.09917
*
```

Strongest force on any atom ... 3.651 eV Å⁻¹
Frontier orbital gap (spin up / spin down) ... 6.4 / 6.6 eV
LUMO energy (spin up / spin down) ... -6.22 / -7.77 eV
E_HOMO (spin up / spin down) ... -12.63 / -14.42 eV
Relative energy (zero: lowest compared OMol25 entry of this formula, charge and spin) ... 0.0 kcal/mol

---

(2)
Computed, not measured: C4H5N3 as an isolated structure, with wB97M-V/def2-TZVPD.

```
! RIJCOSX wB97M-V def2-TZVPD def2/J DEFGRID3
* xyz 0 1
C 0.65240 -1.22776 0.80607
N 0.78126 0.09284 0.18908
C -0.54422 0.75385 -0.23322
C -0.33546 1.98481 -0.92070
N -0.14735 3.01375 -1.42537
C -1.56620 -0.13727 -0.67487
N -2.37155 -0.91044 -0.99371
H 0.11481 -1.12203 1.75306
H 1.65563 -1.60516 1.00997
H 0.10660 -1.93075 0.16873
H 1.52222 0.18478 -0.50407
H 0.18776 0.90581 0.85183
*
```

Strongest force on any atom ... 1.118 eV Å⁻¹
Frontier orbital gap ... 9.4 eV
LUMO energy ... 0.19 eV
E_HOMO ... -9.19 eV
Relative energy (zero: lowest compared OMol25 entry of this formula, charge and spin) ... 104.0 kcal/mol

---

(3)
Computed, not measured: C6H3I as an isolated structure, with wB97M-V/def2-TZVPD.

```
! RIJCOSX wB97M-V def2-TZVPD def2/J DEFGRID3
* xyz 0 1
C 0.73023 -1.27384 0.03537
C 0.32408 -1.61299 -1.29952
C 0.52649 -0.68409 1.22399
C -0.40017 0.41303 0.80579
C 0.01795 0.97350 -0.68245
C -0.04140 -0.32227 -1.27971
I -2.44322 0.39543 0.72147
H 0.88180 -0.88917 2.22647
H -0.68922 1.72662 -0.97152
H 1.09344 1.27377 -0.77989
*
```

Strongest force on any atom ... 4.004 eV Å⁻¹
Frontier orbital gap (spin up / spin down) ... 7.2 / 7.1 eV
LUMO energy (spin up / spin down) ... -0.93 / -0.94 eV
E_HOMO (spin up / spin down) ... -8.14 / -8.05 eV
Relative energy (zero: lowest compared OMol25 entry of this formula, charge and spin) ... 65.3 kcal/mol

---

(4)
Computed, not measured: C16H13IrN2O2S5 as an isolated structure, with wB97M-V/def2-TZVPD.

```
! RIJCOSX wB97M-V def2-TZVPD def2/J DEFGRID3
* xyz 1 6
Ir -0.03288 -0.50033 0.17753
S 2.15960 -0.84204 -0.08370
S 3.16824 -0.14059 1.51364
S 1.93622 -0.18933 3.14029
S 0.08139 -0.47152 2.55759
C -0.27852 -5.27103 -3.11684
C -0.96592 -4.27331 -2.22727
C -2.10922 -3.60182 -2.65432
C -2.76097 -2.69045 -1.83914
C -2.25163 -2.45144 -0.57204
C -1.10215 -3.10605 -0.11144
C -0.47456 -4.01427 -0.94872
S -3.06610 -1.31648 0.46259
O -2.79550 -1.61833 1.83087
O -4.40391 -1.09983 0.00946
N -2.09915 0.04595 0.12186
C -2.48600 1.30396 0.26759
C -3.82078 1.75395 0.46224
C -4.08689 3.10926 0.58451
C -3.07636 4.04692 0.50589
C -1.71915 3.64909 0.31440
C -0.65502 4.56795 0.23481
C 0.62113 4.10404 0.06515
C 0.83224 2.71989 -0.00739
N -0.15235 1.84579 0.06546
C -1.41528 2.29381 0.20783
H -0.88705 -5.52122 -3.98337
H -0.06066 -6.19070 -2.57426
H 0.67146 -4.87053 -3.47602
H -2.50568 -3.80476 -3.64114
H -3.65548 -2.18358 -2.17421
H -0.79763 -3.01259 0.92523
H 0.40664 -4.53572 -0.59503
H -4.62115 1.03147 0.50094
H -5.10667 3.43445 0.73571
H -3.30242 5.10224 0.59168
H -0.85778 5.62919 0.30786
H 1.46194 4.77878 -0.00703
H 1.82920 2.31015 -0.11930
*
```

Strongest force on any atom ... 0.672 eV Å⁻¹
Frontier orbital gap (spin up / spin down) ... 6.8 / 6.2 eV
LUMO energy (spin up / spin down) ... -3.81 / -6.04 eV
E_HOMO (spin up / spin down) ... -10.57 / -12.22 eV
Relative energy (zero: lowest compared OMol25 entry of this formula, charge and spin) ... 0.0 kcal/mol

---

(5)
Computed, not measured: a 2-piece molecular cluster, C6H16 overall, with wB97M-V/def2-TZVPD.

```
! RIJCOSX wB97M-V def2-TZVPD def2/J DEFGRID3
* xyz 1 2
C -0.01517 -1.58737 -0.34262
C -1.01369 -0.72965 -1.14283
C 0.22831 -1.26418 1.10334
C -0.15149 -3.01565 -0.64963
H 0.97824 -1.25466 -0.87203
H -0.76899 0.32909 -1.20673
H -1.96372 -0.80289 -0.59012
H 0.66913 -2.09978 1.63698
H 0.92754 -0.41815 1.22707
H -0.66547 -0.86776 1.60377
H 0.37941 -3.71391 0.00564
H -1.18311 -3.43521 -0.60076
H 0.11917 -3.25223 -1.69119
H -1.19245 -1.11746 -2.14356
C -0.09603 3.52778 0.16172
C 1.04181 2.68754 0.82096
H -0.63421 2.94954 -0.59237
H -0.81049 3.83133 0.92210
H 0.33145 4.38206 -0.35250
H 1.20980 1.74844 0.29856
H 0.78739 2.45977 1.85393
H 1.90515 3.34219 0.82097
*
```

Strongest force on any atom ... 2.479 eV Å⁻¹
Frontier orbital gap (spin up / spin down) ... 11.7 / 4.5 eV
LUMO energy (spin up / spin down) ... -3.14 / -10.37 eV
E_HOMO (spin up / spin down) ... -14.87 / -14.87 eV
Relative energy (zero: lowest compared OMol25 entry of this formula, charge and spin) ... 6.9 kcal/mol

---

(6)
Computed, not measured: a 2-piece molecular cluster, CH4NO3 overall, with wB97M-V/def2-TZVPD.

```
! RIJCOSX wB97M-V def2-TZVPD def2/J DEFGRID3
* xyz -1 1
C -0.85216 -0.02188 -0.69933
N -0.89174 -0.82807 0.25908
O 0.26727 -1.31478 0.73218
O 2.45023 -0.57403 -0.54116
O 2.61953 0.73408 0.24099
H -1.80649 0.42751 -0.88754
H 0.01073 0.32464 -1.21734
H 2.07162 1.41775 -0.12754
H 1.26168 -1.05813 0.10073
*
```

Strongest force on any atom ... 2.170 eV Å⁻¹
Frontier orbital gap ... 8.1 eV
LUMO energy ... 4.41 eV
E_HOMO ... -3.69 eV
Relative energy (zero: lowest compared OMol25 entry of this formula, charge and spin) ... 156.3 kcal/mol

---

(7)
Computed, not measured: C6H8 in the gas phase, with wB97M-V/def2-TZVPD.

```
! RIJCOSX wB97M-V def2-TZVPD def2/J DEFGRID3
* xyz 0 1
C -1.06520 -0.12436 -0.93817
C 0.15384 0.01754 -1.46343
C 1.06601 0.05436 -0.23897
C 0.06171 1.09284 0.70611
C -0.81674 -0.18062 0.55866
C 0.46340 -1.03720 0.65757
H -2.03820 -0.02958 -1.39719
H 0.44115 0.21889 -2.49197
H 2.15062 0.05004 -0.47529
H -0.23674 1.98730 0.13923
H 0.12922 1.40963 1.78114
H -1.65637 -0.38103 1.22629
H 0.93310 -1.00195 1.64672
H 0.40284 -2.06989 0.29464
*
```

Strongest force on any atom ... 1.465 eV Å⁻¹
Structure (SMILES) ... C1=C[C@H]2C[C@@H]1C2
Frontier orbital gap ... 10.0 eV
LUMO energy ... 1.20 eV
E_HOMO ... -8.83 eV
Relative energy (zero: lowest compared OMol25 entry of this formula, charge and spin) ... 42.7 kcal/mol

---

(8)
Computed, not measured: C5H10O as an isolated structure, with wB97M-V/def2-TZVPD.

```
! RIJCOSX wB97M-V def2-TZVPD def2/J DEFGRID3
* xyz 0 1
C 0.90103 0.00786 0.82581
C -0.31246 -0.66245 0.24486
C -0.39750 0.75037 0.73822
O -0.65010 1.29057 -0.54961
C -0.60170 -0.04372 -1.12261
C 0.44718 -0.10811 -2.21157
H 1.17056 -0.35539 1.81319
H -0.25090 -0.10317 3.47660
H 1.74843 0.27870 0.20234
H -0.74850 -1.57511 0.63900
H -0.89721 1.22479 1.57365
H -0.97265 -0.04615 3.31149
H -1.59264 -0.33554 -1.49175
H 0.08549 0.37699 -3.12240
H 0.73602 -1.13686 -2.44434
H 1.33495 0.43723 -1.88289
*
```

Strongest force on any atom ... 0.439 eV Å⁻¹
Frontier orbital gap ... 10.4 eV
LUMO energy ... 1.23 eV
E_HOMO ... -9.17 eV
Relative energy (zero: lowest compared OMol25 entry of this formula, charge and spin) ... 74.7 kcal/mol